Entry from the OMol25 dataset: a 3-piece molecular cluster, C4H12O3 overall (ωB97M-V/def2-TZVPD).

Each line ends with the natural charge from an NBO analysis.
Positions of all 19 atoms, in Å:
H  0.207  -0.383  -0.683  0.158
H  2.042  -1.983  -0.277  0.223
H  1.397  -2.434  1.281  0.216
C  0.289  0.098  1.362  -0.230
C  1.115  -2.091  0.289  -0.635
H  -0.050  -1.930  -4.318  0.459
H  -3.100  0.971  1.275  0.464
C  0.476  -0.720  0.332  -0.155
H  0.259  2.012  2.355  0.192
H  0.919  -0.938  -4.565  0.459
H  0.325  -0.340  2.357  0.205
C  0.467  1.586  1.375  -0.117
H  -1.797  1.428  1.744  0.471
O  -2.472  0.790  1.989  -0.934
H  1.492  1.796  1.079  0.189
H  0.434  -2.751  -0.248  0.217
O  -0.316  2.290  0.361  -0.727
H  -0.248  1.692  -0.402  0.463
O  0.796  -1.871  -4.780  -0.917

Calculated values
Frontier orbital gap   9.6 eV
SMILES   C/C=C/CO.O.O
LUMO level   0.0109 Eh
Calculated total energy   -385.2536 Eh
ΔE to the lowest compared entry with this formula, charge and spin   178.9 kJ/mol


Entry from the OMol25 dataset: a 2-piece molecular cluster, C6H14Si overall (ωB97M-V/def2-TZVPD).

Each line ends with the natural charge from an NBO analysis.
Positions of all 21 atoms, in Å:
C  -2.045  -0.183  -0.348  0.170
C  1.207  -0.825  -1.064  -0.600
H  0.995  -1.695  -0.436  0.210
H  -3.498  0.801  -1.469  0.202
C  1.463  0.360  -0.006  -0.648
H  3.189  1.438  0.735  0.213
H  0.917  1.428  2.482  -0.168
C  2.990  0.616  0.015  -0.613
H  0.493  -0.476  -1.816  0.220
H  -3.408  -1.536  0.700  0.224
H  0.930  1.276  -0.319  0.224
H  3.463  -0.305  0.581  0.193
H  -3.856  0.116  0.506  0.212
H  2.102  -1.006  -1.591  0.199
C  -2.467  0.355  -1.457  -0.570
C  -3.010  -0.527  0.746  -0.721
H  -2.621  -0.289  1.732  0.223
H  -1.764  0.706  -2.135  0.205
Si  0.763  0.156  1.748  0.793
H  3.425  0.664  -1.005  0.214
H  0.731  -1.074  2.400  -0.183

Calculated values
Frontier orbital gap (alpha / beta)   6.6 / 8.6 eV
LUMO level (alpha / beta)   -0.0126 / -0.0100 Eh
Calculated total energy   -526.2743 Eh
ΔE to the lowest compared entry with this formula, charge and spin   571.1 kJ/mol


Entry from the OMol25 dataset: C8H17N3O6PS2 as an isolated structure (ωB97M-V/def2-TZVPD).

Each line ends with the natural charge from an NBO analysis.
Positions of all 37 atoms, in Å:
H  3.524  -3.704  -1.111  0.196
C  -1.628  -1.694  1.538  -0.565
N  -3.360  1.609  2.496  -0.375
C  1.189  -3.392  1.401  0.340
H  -1.669  -1.206  2.520  0.197
C  -3.198  0.960  1.562  0.315
S  1.401  4.311  -1.471  2.076
O  -2.541  3.640  -0.220  -0.971
S  -0.387  2.533  -2.311  1.885
H  4.459  -2.254  -0.731  0.220
O  2.534  3.647  -0.856  -0.956
C  3.572  -2.828  -0.459  -0.613
H  -2.079  0.469  -0.145  0.276
N  0.868  3.491  -2.842  -1.112
C  3.640  -3.240  1.007  -0.378
H  3.694  -2.345  1.631  0.214
O  1.683  5.683  -1.868  -0.981
H  -2.827  -1.918  -0.231  0.199
O  -0.745  1.534  -3.303  -0.932
N  0.186  -2.824  1.367  -0.391
H  -1.790  3.174  0.213  0.507
H  0.363  4.296  -0.549  -0.053
H  2.401  -5.004  0.808  0.239
P  -2.195  3.641  -1.865  1.029
H  -1.583  -2.750  1.696  0.213
O  -2.179  5.170  -2.526  -0.961
H  -3.818  0.284  -0.313  0.246
C  -2.871  -1.356  0.707  -0.380
H  2.699  -2.204  -0.659  0.229
C  2.461  -4.115  1.441  -0.510
H  4.566  -3.799  1.170  0.200
H  -0.749  -1.366  1.030  0.225
C  -2.982  0.134  0.376  -0.536
H  2.634  -4.466  2.462  0.243
H  -1.493  5.752  -2.141  0.492
H  -3.768  -1.694  1.238  0.189
O  -0.012  1.829  -1.060  -1.017

Calculated values
Frontier orbital gap   7.6 eV
Net charge   -1
LUMO level   0.0850 Eh
Calculated total energy   -2068.4216 Eh


Entry from the OMol25 dataset: a 3-piece molecular cluster, C36H41F11N3O8PS3 overall (ωB97M-V/def2-TZVPD).

Each line ends with the Mulliken charge.
Positions of all 103 atoms, in Å:
H  0.853  -3.109  4.828  0.353
H  -7.943  1.331  -3.870  0.356
H  3.960  2.400  1.681  0.440
C  5.654  -3.303  -0.330  0.383
F  6.001  -4.757  -2.364  -0.270
C  2.665  -2.267  5.922  -0.429
C  -9.177  0.419  -8.227  -1.259
H  4.768  -1.421  6.697  0.369
C  5.071  -3.295  1.126  0.729
H  7.110  -2.560  -3.279  0.084
H  -9.963  0.384  -8.986  0.386
H  2.600  4.120  6.423  0.335
C  3.649  -2.201  3.242  0.588
H  0.315  1.907  5.907  -0.054
C  0.258  1.069  2.693  0.516
F  8.354  -2.767  -0.837  -0.218
H  -1.799  3.581  0.494  0.449
H  -5.046  1.295  -0.226  0.228
C  -9.724  0.900  -6.892  0.277
C  4.600  -1.744  4.340  -0.276
H  -8.311  0.059  -5.834  0.297
C  3.968  -0.771  0.903  -1.319
S  4.246  0.820  -1.510  -0.434
H  -6.405  3.315  -3.788  0.290
C  2.221  0.960  0.678  -0.624
O  -8.665  0.953  -5.937  -0.446
H  -0.541  2.908  -2.017  0.236
C  -7.108  1.380  -3.166  -1.176
H  -4.669  2.483  -5.364  0.334
H  4.230  3.558  4.048  0.237
H  -5.023  0.821  -4.917  0.316
C  2.563  1.300  -0.834  0.305
C  4.238  -2.089  1.731  -0.445
N  2.320  -2.717  3.283  -0.512
H  3.429  -5.449  2.124  0.344
H  -6.725  0.367  -3.006  0.310
H  -2.497  0.406  -1.837  0.334
C  -0.236  2.028  0.200  0.213
C  0.699  2.825  6.476  -0.131
O  5.370  -6.897  4.218  -0.450
H  -0.954  3.604  5.636  0.339
F  4.816  -7.660  2.124  -0.232
H  -4.707  3.101  -0.324  0.216
H  -2.702  2.476  -1.459  0.153
C  -10.821  -0.019  -6.380  -1.271
O  6.499  -4.837  2.404  -0.550
N  3.222  0.320  1.555  1.453
H  5.657  -1.389  4.084  0.341
H  1.129  2.626  -4.379  0.166
H  -8.382  1.083  -8.577  0.322
F  -2.092  0.387  3.427  -0.254
O  2.915  2.350  5.304  -0.243
C  -1.754  2.425  0.591  -0.486
C  0.170  2.382  -1.291  -0.630
H  -11.656  -0.068  -7.083  0.386
C  4.180  1.362  2.112  -0.717
C  -2.805  1.849  -0.489  0.524
H  5.273  1.107  1.827  0.319
H  -4.250  2.115  1.229  0.354
H  6.307  -0.291  -3.195  0.168
H  2.605  2.850  3.291  0.089
S  2.206  2.362  -3.543  -0.273
H  -10.439  -1.033  -6.221  0.344
F  8.509  -4.417  -2.506  -0.226
H  -11.197  0.332  -5.415  0.323
C  2.011  3.407  5.721  -0.369
C  5.295  -4.526  2.111  -0.326
F  6.437  -5.737  -0.355  -0.233
C  -4.291  2.114  0.082  -1.080
F  -0.432  -1.175  3.528  -0.188
H  2.144  -2.313  6.941  0.338
H  -7.484  1.732  -2.201  0.323
C  1.928  -2.708  4.656  -0.239
F  -0.229  2.336  3.225  -0.290
C  5.388  -1.970  -1.154  0.137
C  6.461  -4.482  -1.013  0.566
C  0.776  1.340  1.212  -0.198
H  0.886  2.536  7.567  0.303
S  4.537  -2.164  -4.118  -0.398
F  -1.207  -0.616  1.454  -0.214
C  -0.917  -0.076  2.726  0.641
C  4.127  -1.760  5.818  -0.480
C  4.854  -6.628  3.108  0.563
C  3.505  2.673  4.006  -0.087
H  -2.073  2.076  1.631  0.103
C  1.589  2.014  -1.819  0.141
O  4.122  1.429  3.554  -0.209
H  1.621  4.023  4.827  0.284
H  -4.598  1.461  -2.620  0.218
C  4.576  -0.750  -0.541  0.543
O  -4.952  2.355  -2.723  -0.427
O  -0.342  3.856  6.368  -0.573
N  4.233  -5.323  2.763  -0.099
F  1.247  0.626  3.613  -0.020
P  6.033  -1.670  -2.923  0.130
C  -5.464  1.819  -5.013  -1.233
C  8.049  -4.105  -1.198  0.644
O  -2.585  0.463  -0.856  -0.542
H  -10.116  1.916  -7.000  0.233
C  -6.012  2.301  -3.679  0.346
F  8.825  -4.935  -0.308  -0.257
H  -8.738  -0.579  -8.132  0.335
H  -6.250  1.782  -5.772  0.333

Calculated values
Frontier orbital gap   7.3 eV
SMILES   C[C@H](O)Cc1cc(S)c2c(c1C(F)(F)C(F)(F)F)N(COCOCCO)c1c(c([PH2]=S)c(C(F)(F)C(F)(F)F)c(C(=O)NC(=O)F)c1-c1ccccn1)S2.CC(C)O.CC(C)O
LUMO level   -0.0451 Eh
Calculated total energy   -4796.3925 Eh


Entry from the OMol25 dataset: C4H5LiLuO7 as an isolated structure (ωB97M-V/def2-TZVPD).

Each line ends with the natural charge from an NBO analysis.
Positions of all 18 atoms, in Å:
Lu  5.388  1.869  0.431  1.789
H  0.813  0.728  -0.221  0.202
H  0.693  -1.270  -1.696  0.240
O  2.148  -0.732  0.461  -0.493
O  -1.161  -0.823  -0.960  -0.326
O  -3.560  1.880  0.316  -0.689
C  0.121  -1.254  -0.742  -0.160
O  3.066  1.218  1.132  -0.819
H  -3.274  2.354  -0.473  0.480
O  -3.001  -0.079  1.226  -0.766
C  3.112  0.144  0.454  0.998
C  0.802  -0.282  0.212  -0.076
O  -3.864  -0.084  -0.756  -0.778
O  4.115  -0.068  -0.297  -0.828
C  -3.221  0.557  0.145  0.886
H  0.327  -2.272  -0.344  0.175
H  0.244  -0.268  1.158  0.226
Li  -2.749  -1.618  -0.046  0.940

Calculated values
Frontier orbital gap (alpha / beta)   5.3 / 4.2 eV
Net charge   +1
LUMO level (alpha / beta)   -0.2047 / -0.2496 Eh
Calculated total energy   -1924.8245 Eh
ΔE to the lowest compared entry with this formula, charge and spin   207.9 kJ/mol


Entry from the OMol25 dataset: one molecule with the formula C3H10N2O (ωB97M-V/def2-TZVPD).

Each line ends with the natural charge from an NBO analysis.
Positions of all 16 atoms, in Å:
H  1.545  0.191  -2.116  0.211
C  -1.218  -0.868  0.772  -0.645
H  2.056  -0.384  -0.571  0.202
H  -0.928  1.687  -1.917  0.472
N  0.165  0.787  -0.634  -0.171
H  -1.034  1.250  0.972  0.182
N  0.721  0.378  1.590  -0.835
C  -0.394  0.416  0.658  0.089
C  1.162  -0.229  -1.181  -0.457
O  -0.931  0.768  -1.597  -0.616
H  0.671  -1.185  -1.378  0.189
H  1.269  -0.465  1.449  0.356
H  -1.635  -0.969  1.780  0.226
H  -2.073  -0.861  0.089  0.228
H  -0.620  -1.763  0.573  0.198
H  1.245  1.248  1.511  0.370

Calculated values
Frontier orbital gap   10.2 eV
SMILES   C[C@@H](N)N(C)O
LUMO level   0.0361 Eh
Calculated total energy   -304.9856 Eh
ΔE to the lowest compared entry with this formula, charge and spin   233.9 kJ/mol


Which value of calculated total energy does entry 4 give? -4796.3925 Eh


calculated total energy of number 3 (C8H17N3O6PS2)? -2068.4216 Eh